(1)
DFT (ωB97M-V with the def2-TZVPD basis set) results for a molecular structure, C34H70AsN2O4PS2SbSi3W.

```
119
Properties=species:S:1:pos:R:3:mulliken_charge:R:1
W -0.42 0.37 0.19 0.0365
C -4.50 1.01 -1.19 -1.8080
C -3.43 1.14 -0.16 0.2027
O -2.31 0.51 -0.45 0.7477
C -3.57 1.87 0.98 -0.7733
C -2.47 2.15 1.83 0.4590
C -2.65 3.03 3.02 -1.5728
N -1.29 1.64 1.57 2.0050
N -0.24 2.02 2.39 -1.0270
C 0.54 1.00 2.64 0.4575
O 0.30 -0.18 2.08 -0.7117
C 1.72 1.17 3.50 0.3362
C 1.94 2.39 4.15 -0.4662
C 3.06 2.53 4.95 -0.9698
C 3.96 1.47 5.10 -0.4329
C 3.73 0.27 4.44 -1.2376
C 2.62 0.12 3.64 0.0489
H -4.58 -0.02 -1.53 0.2611
H -4.24 1.62 -2.06 0.3158
H -5.47 1.34 -0.81 0.5132
H -4.52 2.34 1.20 0.5026
H -3.63 3.51 3.00 0.4855
H -1.86 3.78 3.07 0.3210
H -2.57 2.43 3.93 0.3705
H 1.24 3.20 4.04 0.5129
H 3.24 3.46 5.47 0.4518
H 4.83 1.60 5.73 0.4432
H 4.44 -0.55 4.56 0.4692
H 2.44 -0.81 3.11 0.5004
C 5.64 2.09 -1.45 -1.1561
C 4.97 0.74 -1.39 -0.0370
O 3.82 0.76 -2.28 -0.1768
P 2.54 -0.19 -2.08 -0.5113
S -0.52 -1.52 -1.22 -0.6214
S 1.94 0.31 -0.04 -0.0611
O 3.16 -1.63 -1.66 0.1256
C 3.30 -2.60 -2.74 -0.2572
C 4.64 -2.48 -3.42 -1.3210
H 6.55 2.07 -0.84 0.4333
H 4.99 2.87 -1.07 0.1202
H 5.92 2.33 -2.48 0.3215
H 4.63 0.50 -0.38 0.2252
H 5.63 -0.06 -1.72 0.3505
H 2.48 -2.46 -3.45 0.3746
H 3.17 -3.57 -2.27 0.2848
H 4.76 -1.52 -3.91 0.2796
H 4.74 -3.26 -4.18 0.4316
H 5.45 -2.61 -2.70 0.2983
C -1.10 5.11 -2.70 -1.5220
C -1.02 4.48 -1.31 0.6236
C -2.38 4.53 -0.63 -1.2429
Sb 0.05 2.59 -1.39 -0.5991
C 2.01 3.42 -1.10 1.9747
C 2.20 3.76 0.37 -1.3315
C 2.27 4.63 -1.99 -1.7823
C -0.20 1.77 -3.37 1.3206
C -1.69 1.63 -3.70 -0.9373
C 0.59 2.47 -4.47 -1.5822
H -1.45 6.14 -2.58 0.4935
H -1.81 4.59 -3.34 0.2975
H -0.14 5.15 -3.22 0.2543
H -0.32 5.06 -0.71 0.4155
H -3.10 3.88 -1.13 0.1947
H -2.77 5.55 -0.69 0.5584
H -2.33 4.26 0.42 0.1530
H 2.69 2.62 -1.38 -0.8055
H 1.51 4.54 0.70 0.3557
H 3.21 4.14 0.52 0.5378
H 2.08 2.90 1.03 0.1043
H 1.65 5.48 -1.72 0.3655
H 2.15 4.43 -3.05 0.3504
H 3.31 4.95 -1.84 0.4847
H 0.21 0.77 -3.24 -0.1749
H -2.20 2.59 -3.78 0.0908
H -2.21 1.02 -2.97 -0.0392
H -1.79 1.13 -4.67 0.5222
H 0.27 3.49 -4.64 0.2856
H 0.43 1.92 -5.41 0.5221
H 1.66 2.46 -4.28 0.2605
C -0.50 -4.72 -2.17 -1.0564
Si -2.06 -4.40 -1.20 0.5466
C -3.39 -3.54 -2.19 -1.0226
C -2.73 -5.94 -0.39 -1.0129
As -1.32 -2.74 0.44 0.7150
Si 0.46 -3.76 1.79 0.3702
C 0.26 -3.15 3.53 -0.4882
C 0.12 -5.58 1.63 -1.0176
C 2.07 -3.25 1.04 -0.1661
Si -3.15 -2.18 1.93 0.8287
C -4.70 -1.83 0.98 -0.7829
C -3.27 -3.86 2.72 -1.3615
C -2.68 -0.90 3.21 -0.1428
H -0.68 -5.59 -2.80 0.5204
H 0.34 -4.94 -1.51 0.2512
H -0.20 -3.89 -2.81 0.2505
H -3.40 -4.00 -3.18 0.4801
H -3.24 -2.47 -2.32 0.0977
H -4.37 -3.71 -1.74 0.3498
H -3.44 -6.42 -1.06 0.4354
H -3.25 -5.74 0.55 0.2206
H -1.93 -6.64 -0.16 0.3532
H -0.70 -3.41 3.98 0.3885
H 0.37 -2.06 3.58 -0.2615
H 1.04 -3.61 4.14 0.5189
H -0.85 -5.87 2.03 0.3270
H 0.88 -6.15 2.18 0.4970
H 0.16 -5.91 0.59 0.2276
H 2.17 -2.17 0.97 -0.2190
H 2.22 -3.65 0.03 -0.2239
H 2.87 -3.63 1.68 0.5590
H -4.78 -2.46 0.10 0.0315
H -4.84 -0.80 0.68 0.1322
H -5.53 -2.10 1.65 0.4824
H -3.95 -4.50 2.16 0.3172
H -3.70 -3.71 3.72 0.4845
H -2.35 -4.42 2.86 0.2034
H -1.63 -0.62 3.21 -0.5030
H -2.91 -1.33 4.19 0.7522
H -3.28 0.00 3.10 0.2244
```

Its net charge is +2. The multiplicity is 2.

***

(2)
DFT (ωB97M-V with the def2-TZVPD basis set) results for 6 unconnected molecules or ions with the total composition C34H70O15PS5Si.

```
126
Properties=species:S:1:pos:R:3:mulliken_charge:R:1
C -2.18 -4.46 -0.33 -0.7549
C -0.97 -4.82 0.09 -0.0230
C 0.46 -5.32 0.70 -0.0066
C 0.49 -4.83 2.24 -0.6501
O 0.80 -5.77 3.30 -0.3470
P 0.59 -4.74 4.72 -0.5700
O 0.66 -3.14 3.97 -0.3154
C 1.14 -3.35 2.58 1.0073
C 2.74 -3.29 2.80 -0.3795
C 3.20 -2.20 3.93 -0.6541
O 2.63 -0.93 3.52 0.0855
Si 3.04 0.39 4.57 0.4890
C 4.14 -0.06 6.07 -1.1013
C 3.92 1.73 3.51 -0.7564
C 1.35 1.06 5.27 -0.9705
O 0.46 -2.26 1.89 -0.3794
C 1.07 -1.95 0.62 -0.0760
C 0.27 -0.63 0.05 -0.3720
O -1.03 -1.09 -0.50 -0.1199
C -1.91 0.06 -0.71 0.0855
C -3.36 -0.22 -0.02 -0.9157
H -3.21 -3.95 -0.32 0.3014
H 0.45 -6.47 0.58 0.1600
H 1.32 -4.88 0.06 0.2990
H -0.64 -4.60 2.44 0.3501
H 0.36 -5.99 5.43 0.0144
H -0.85 -4.64 4.61 -0.0715
H 0.60 -4.03 6.00 0.0541
H 2.01 -4.88 4.97 -0.0205
H 3.31 -3.04 1.82 0.4098
H 3.11 -4.35 3.12 -0.0509
H 2.92 -2.52 5.00 0.3160
H 4.36 -2.17 3.90 0.2673
H 5.14 0.55 6.02 0.2958
H 3.60 0.35 7.02 0.2761
H 4.31 -1.18 6.27 0.2817
H 4.03 1.32 2.43 0.0851
H 4.98 1.99 3.87 0.3767
H 3.23 2.66 3.47 0.1232
H 1.47 2.14 5.65 0.3370
H 0.98 0.39 6.14 0.2752
H 0.60 1.00 4.39 0.1905
H 0.95 -2.75 -0.19 0.0008
H 2.18 -1.63 0.67 0.1506
H 0.09 0.09 0.93 0.3497
H 0.82 -0.15 -0.85 0.0885
H -2.12 0.26 -1.84 0.1094
H -1.52 1.03 -0.24 0.1544
H -4.05 0.69 -0.18 0.1666
H -3.17 -0.37 1.12 0.3213
H -3.87 -1.18 -0.40 0.1393
C -2.83 -2.51 -5.82 -0.6119
C -2.49 -3.24 -4.52 -0.7800
C -2.75 -2.27 -3.37 0.3222
S -4.03 -1.16 -3.94 1.1990
O -3.48 0.18 -4.04 -0.6106
O -5.26 -1.43 -3.22 -0.6965
C -4.17 -1.83 -5.58 -0.7175
H -2.87 -3.19 -6.67 0.3616
H -2.06 -1.75 -6.03 0.2891
H -3.13 -4.12 -4.42 0.3101
H -1.45 -3.59 -4.51 0.3498
H -3.10 -2.79 -2.48 -0.1986
H -1.87 -1.67 -3.13 0.0469
H -4.39 -1.04 -6.30 0.4065
H -4.98 -2.57 -5.58 0.3271
C 1.70 4.85 -1.49 0.9603
C 2.22 3.49 -1.95 -0.8524
C 2.93 2.84 -0.75 -0.6837
S 2.15 3.50 0.71 1.1768
O 3.12 4.30 1.43 -0.7521
O 1.37 2.47 1.35 -0.4860
C 1.03 4.61 -0.14 -0.7356
H 1.00 5.28 -2.21 -1.1519
H 2.54 5.54 -1.37 0.3610
H 1.37 2.86 -2.26 0.2206
H 2.89 3.57 -2.80 0.4325
H 2.81 1.75 -0.76 0.3898
H 3.99 3.10 -0.73 0.3818
H 0.90 5.52 0.44 0.5849
H 0.08 4.09 -0.26 0.1765
C -1.12 8.92 -4.69 -0.7028
C -1.58 7.76 -5.57 -0.5938
C -0.68 6.56 -5.26 -0.7436
S -0.15 6.77 -3.56 1.2731
O 1.28 6.98 -3.55 -0.7498
O -0.78 5.76 -2.74 -0.7040
C -0.95 8.33 -3.29 -0.3505
H -1.84 9.74 -4.69 0.3662
H -0.16 9.30 -5.05 0.3308
H -2.62 7.51 -5.34 0.2846
H -1.53 8.02 -6.63 0.3412
H -1.22 5.62 -5.35 0.3898
H 0.21 6.55 -5.89 0.3794
H -0.35 8.96 -2.63 0.4214
H -1.93 8.13 -2.83 0.0923
C 2.93 -8.12 2.80 0.1765
C 2.79 -9.49 2.14 -0.8144
C 3.22 -9.34 0.68 -0.7187
S 4.39 -8.00 0.63 1.1267
O 3.82 -6.91 -0.13 -0.6055
O 5.71 -8.52 0.35 -0.7271
C 4.29 -7.59 2.37 -0.6787
H 2.85 -8.18 3.89 0.4379
H 2.14 -7.45 2.44 -0.3361
H 3.45 -10.20 2.65 0.3499
H 1.77 -9.87 2.22 0.3484
H 3.69 -10.25 0.31 0.4119
H 2.37 -9.08 0.04 0.3670
H 4.39 -6.51 2.50 0.2543
H 5.10 -8.11 2.88 0.3663
C -5.60 4.66 -0.01 -0.5368
C -4.19 4.86 0.56 -0.7911
C -3.28 5.23 -0.61 -0.3062
S -4.32 6.04 -1.82 1.2918
O -4.37 5.21 -3.01 -0.6746
O -3.98 7.45 -1.88 -0.7361
C -5.85 5.85 -0.93 -0.8782
H -6.35 4.60 0.79 0.3940
H -5.64 3.73 -0.58 0.2386
H -4.21 5.68 1.29 0.3272
H -3.83 3.97 1.07 0.3620
H -2.49 5.92 -0.30 0.2482
H -2.84 4.35 -1.08 0.2573
H -6.67 5.69 -1.62 0.4429
H -6.02 6.76 -0.35 0.3220
```

Its net charge is -1.

***

(3)
DFT (ωB97M-V with the def2-TZVPD basis set) results for 4 unconnected molecules or ions with the total composition C34H71Cl2N10O7P3.

```
127
Properties=species:S:1:pos:R:3:mulliken_charge:R:1
C -0.10 6.86 2.72 -1.1393
C 0.89 5.75 2.51 0.7103
O 1.29 5.05 3.39 -0.5207
O 1.36 5.57 1.22 -0.1796
C 2.35 6.56 0.88 -0.5255
C 2.97 6.14 -0.44 -0.7476
C 4.10 5.10 -0.25 -1.7594
C 3.61 3.68 -0.29 1.0965
C 3.79 2.88 0.85 -0.8794
C 3.37 1.56 0.89 0.4567
C 3.59 0.69 2.11 -1.1025
C 4.88 -0.15 1.90 -0.7237
C 4.77 -1.55 2.48 -0.1363
Cl 5.08 -1.56 4.25 -0.2489
C 2.74 1.05 -0.23 0.4920
C 2.56 1.83 -1.36 0.2533
C 3.01 3.14 -1.43 0.4164
Cl 2.81 4.04 -2.88 -0.1832
C 1.85 0.96 -2.37 -0.0636
O 1.75 1.13 -3.55 -0.4959
N 1.29 -0.15 -1.63 -0.1865
C 2.20 -0.30 -0.50 -0.4279
O 2.48 -1.33 0.04 -0.4430
H -0.35 6.88 3.78 0.3457
H -0.99 6.73 2.11 0.2296
H 0.37 7.80 2.45 0.4278
H 3.08 6.66 1.68 0.3639
H 1.81 7.51 0.71 0.3711
H 3.37 7.01 -0.96 0.3755
H 2.16 5.76 -1.05 0.4771
H 4.53 5.30 0.73 0.3067
H 4.91 5.25 -0.96 0.5220
H 4.26 3.31 1.72 0.3989
H 2.75 -0.01 2.13 0.3199
H 3.64 1.30 3.01 0.6906
H 4.99 -0.27 0.82 0.3654
H 5.72 0.41 2.31 0.4970
H 3.81 -2.02 2.26 -0.0235
H 5.54 -2.17 2.04 0.3467
H 0.39 0.14 -1.26 0.3442
C 0.88 -0.07 -7.45 -0.9987
N -0.12 -0.67 -6.58 0.4525
C -0.63 0.26 -5.58 -1.1997
P -1.20 -1.93 -6.99 0.5469
O -2.36 -1.21 -7.59 -0.8843
N -0.77 -2.92 -8.34 0.2919
C 0.53 -2.93 -8.97 -1.1557
C -1.82 -3.14 -9.33 -1.0829
N -0.52 -3.01 -5.89 0.1585
C 0.71 -2.85 -5.15 -0.6478
C -1.06 -4.37 -5.88 -0.9933
H 1.71 0.29 -6.84 0.2797
H 0.49 0.76 -8.05 0.3399
H 1.32 -0.80 -8.13 0.2501
H -0.69 -0.24 -4.60 0.2986
H -1.63 0.63 -5.83 0.2995
H 0.03 1.11 -5.46 0.4315
H 0.68 -2.07 -9.63 0.3559
H 0.63 -3.83 -9.58 0.3525
H 1.34 -2.97 -8.24 0.2595
H -1.91 -2.31 -10.04 0.3089
H -2.78 -3.29 -8.86 0.3252
H -1.59 -4.06 -9.89 0.3615
H 1.59 -2.89 -5.80 0.1807
H 0.81 -3.65 -4.42 0.3537
H 0.74 -1.92 -4.58 0.1348
H -0.43 -5.04 -6.48 0.3225
H -2.07 -4.39 -6.29 0.3406
H -1.12 -4.75 -4.86 0.3259
C 2.13 -7.29 3.78 -1.0418
N 1.16 -6.39 3.19 0.3540
C 0.23 -5.83 4.16 -1.1443
P 1.39 -5.43 1.79 0.7574
O 2.07 -4.22 2.35 -0.9583
N 2.66 -5.90 0.71 0.3540
C 3.36 -7.17 0.76 -1.1506
C 3.57 -4.85 0.28 -0.9815
N 0.28 -6.32 0.88 0.0925
C -0.32 -7.60 1.22 -0.8108
C 0.09 -5.94 -0.51 -1.1265
H 1.60 -8.10 4.29 0.3591
H 2.79 -6.79 4.50 0.3001
H 2.75 -7.78 3.03 0.3034
H -0.79 -5.85 3.77 0.3222
H 0.48 -4.79 4.40 0.2441
H 0.24 -6.40 5.08 0.4107
H 4.10 -7.20 1.56 0.3416
H 3.89 -7.34 -0.19 0.3446
H 2.67 -8.01 0.87 0.2608
H 4.35 -4.64 1.03 0.3226
H 3.04 -3.92 0.09 0.1637
H 4.07 -5.13 -0.65 0.3620
H 0.42 -8.41 1.21 0.2173
H -1.10 -7.85 0.50 0.3720
H -0.80 -7.59 2.20 0.2444
H 0.69 -6.57 -1.18 0.2990
H 0.39 -4.90 -0.67 0.3399
H -0.96 -6.02 -0.81 0.4213
C -3.70 4.76 2.45 -1.0068
N -3.65 4.25 3.81 0.4761
C -2.35 3.75 4.20 -1.3106
P -4.62 4.79 5.11 0.5713
O -3.83 5.93 5.67 -0.8680
N -6.08 5.63 4.72 0.2815
C -6.67 5.67 3.41 -1.1361
C -6.31 6.88 5.43 -1.0746
N -5.43 3.32 5.27 0.0942
C -5.40 2.20 4.36 -0.7633
C -6.49 3.25 6.27 -1.0471
H -3.40 3.96 1.76 0.3818
H -3.03 5.62 2.29 0.1738
H -4.70 5.04 2.15 0.3491
H -2.45 2.79 4.74 0.3024
H -1.82 4.45 4.86 0.3110
H -1.71 3.56 3.34 0.4678
H -6.15 6.38 2.74 0.3498
H -7.71 6.00 3.48 0.3568
H -6.70 4.69 2.93 0.2523
H -5.77 7.72 4.97 0.3022
H -6.00 6.81 6.47 0.3298
H -7.38 7.11 5.42 0.3662
H -5.89 2.43 3.41 0.2087
H -5.91 1.35 4.81 0.3645
H -4.38 1.86 4.14 0.2267
H -7.47 3.40 5.81 0.3243
H -6.36 4.01 7.04 0.3371
H -6.49 2.28 6.77 0.3770
```

***

(4)
DFT (ωB97M-V with the def2-TZVPD basis set) results for 3 unconnected molecules or ions with the total composition C34H71FN5O9P2.

```
122
Properties=species:S:1:pos:R:3:mulliken_charge:R:1
C -8.04 -0.32 1.42 -0.0641
C -7.53 0.04 2.45 -0.7918
C -6.76 0.50 3.60 0.0436
C -6.68 -0.53 4.75 -1.3935
C -5.29 -0.55 5.42 -0.4213
N -4.36 -1.54 4.85 0.3077
C -4.47 -1.78 3.50 -1.0235
N -5.36 -2.64 3.04 0.4422
C -5.60 -2.97 1.65 -1.7181
C -4.79 -4.17 1.16 1.5435
C -5.38 -4.68 -0.14 -1.6043
F -4.87 -5.16 2.14 -0.3670
N -3.63 -1.16 2.66 0.3355
C -2.43 -0.59 3.32 -0.7964
C -1.53 0.05 2.26 -0.1977
C -2.32 0.70 1.11 -0.9720
C -1.43 1.65 0.32 -0.6476
C -1.30 3.03 1.03 -0.8626
C 0.12 3.61 0.84 -0.4723
C 0.97 3.41 2.12 -0.5198
C 2.25 2.64 1.87 -0.9983
O 2.01 1.46 1.11 -0.1582
C 2.70 1.42 -0.13 -0.9120
C -1.84 -1.59 4.35 1.1907
N -0.64 -1.12 4.99 0.2247
C 0.63 -1.03 4.25 -0.2365
C 1.33 0.31 4.51 -1.2819
C -1.69 -3.06 3.81 0.3282
C -0.86 -3.94 4.76 -2.0548
C -1.11 -3.22 2.39 -0.0056
C -1.35 -4.68 1.92 -1.8693
C -3.00 -1.67 5.43 -0.6181
C -2.77 -0.85 6.70 -1.1554
C -2.56 0.64 6.53 -0.2541
N -3.20 1.54 7.14 -0.7700
H -8.50 -0.45 0.47 0.4450
H -5.77 0.84 3.29 -0.0092
H -7.26 1.39 3.98 0.5786
H -7.02 -1.52 4.46 0.4806
H -7.38 -0.20 5.52 0.4927
H -5.47 -0.69 6.48 0.5053
H -4.88 0.45 5.23 0.3071
H -5.93 -3.09 3.74 0.4672
H -5.35 -2.11 1.04 0.3124
H -6.66 -3.17 1.49 0.8075
H -3.76 -3.90 0.96 -0.2202
H -6.42 -4.37 -0.29 0.3649
H -5.37 -5.77 -0.18 0.4041
H -4.81 -4.33 -1.00 0.3768
H -3.38 -1.73 1.86 0.4321
H -2.82 0.25 3.90 0.7810
H -0.99 0.87 2.74 -0.5386
H -0.80 -0.60 1.80 0.2754
H -2.65 -0.09 0.43 0.3038
H -3.22 1.19 1.49 0.1846
H -0.46 1.20 0.11 0.2412
H -1.89 1.85 -0.65 0.5315
H -1.56 2.88 2.08 0.3830
H -2.06 3.68 0.59 0.4788
H 0.03 4.68 0.63 0.5210
H 0.56 3.09 0.00 -0.0391
H 1.26 4.41 2.46 0.4592
H 0.39 2.98 2.93 0.2440
H 2.97 3.29 1.38 0.4461
H 2.69 2.33 2.82 0.4607
H 3.72 1.06 0.00 0.3552
H 2.15 0.76 -0.80 0.1952
H 2.68 2.41 -0.59 0.4102
H -0.44 -1.61 5.85 0.6341
H 1.32 -1.79 4.62 0.4337
H 0.57 -1.16 3.17 -0.1191
H 1.58 0.43 5.56 0.4070
H 2.24 0.31 3.92 0.5251
H 0.71 1.12 4.14 -0.0594
H -2.67 -3.57 3.77 0.3285
H -1.20 -4.97 4.72 0.4824
H -1.03 -3.61 5.79 0.4478
H 0.21 -3.85 4.59 0.3434
H -0.03 -3.11 2.36 0.3533
H -1.58 -2.59 1.63 0.1323
H -2.36 -5.01 2.16 0.4836
H -0.68 -5.36 2.44 0.4231
H -1.13 -4.80 0.86 0.3952
H -2.92 -2.71 5.78 -0.0148
H -1.90 -1.23 7.23 0.5143
H -3.59 -1.00 7.41 0.7382
H -1.77 0.94 5.85 0.6093
H -3.90 1.13 7.77 0.2663
C 6.16 3.54 -4.71 -0.8688
O 5.03 3.12 -5.49 -0.2105
P 3.86 2.28 -4.71 1.0656
O 4.51 0.97 -4.48 -0.6827
O 2.89 2.31 -5.99 -0.3872
C 3.45 2.02 -7.27 -0.6804
O 2.68 2.39 -3.63 -0.2735
C 1.52 1.57 -3.81 -0.3858
H 6.81 4.15 -5.34 0.2411
H 5.84 4.13 -3.86 0.3478
H 6.73 2.67 -4.37 0.3765
H 4.31 1.37 -7.16 0.3579
H 3.75 2.96 -7.74 0.2187
H 2.70 1.53 -7.88 0.3249
H 1.80 0.55 -4.07 0.3533
H 0.87 1.99 -4.58 0.3173
H 0.99 1.57 -2.87 -0.1118
C 10.30 0.10 -9.31 -0.7467
O 9.07 0.78 -8.99 -0.2403
P 8.06 1.13 -10.20 0.8302
O 8.70 2.20 -10.99 -0.6306
O 6.90 1.65 -9.22 -0.1967
C 7.18 2.71 -8.31 -0.6275
O 7.07 0.32 -11.16 -0.3855
C 5.87 0.97 -11.58 -0.4946
H 10.78 -0.17 -8.37 0.2251
H 10.12 -0.80 -9.89 0.3178
H 10.96 0.77 -9.86 0.3310
H 7.92 3.41 -8.70 0.4600
H 7.52 2.31 -7.36 0.2373
H 6.25 3.27 -8.14 0.1632
H 6.07 2.00 -11.88 0.3092
H 5.13 0.95 -10.78 0.1792
H 5.49 0.41 -12.42 0.2547
```

Its net charge is +1.

***

no.,energy (eV)
1,-171350.58601
2,-138440.69005
3,-118552.68136
4,-83575.58778